Record 1
66
Properties=species:S:1:pos:R:3:lowdin_charge:R:1 method="wB97M-V/def2-TZVPD" e_above_lowest_kj_mol=63.8 lumo_energy_ev=0.499 total_energy_ev=-29589.6104 smiles=CC(C)O.CC(C)O.CC(C)O.CC(C)O.CC(C)O.CO
C -5.660 0.477 1.944 -0.064
C -4.839 0.630 3.198 -0.512
C -3.361 0.827 2.904 -0.057
O -5.372 1.737 3.925 -0.048
H -5.815 1.412 1.406 0.085
H -6.674 0.158 2.220 0.082
H -5.249 -0.314 1.320 0.076
H -4.968 -0.296 3.774 0.135
H -3.216 1.787 2.415 0.089
H -3.030 0.008 2.259 0.056
H -2.770 0.697 3.814 0.082
H -4.836 1.849 4.715 0.084
C -0.077 0.218 -0.149 -0.049
C -0.266 -0.704 1.055 -0.475
C -1.168 -1.872 0.764 -0.066
O 1.022 -1.184 1.484 -0.067
H 0.446 1.115 0.190 0.075
H -1.064 0.517 -0.505 0.079
H 0.551 -0.250 -0.904 0.072
H -0.643 -0.137 1.907 0.122
H -1.223 -2.493 1.667 0.077
H -0.790 -2.564 0.009 0.090
H -2.183 -1.545 0.536 0.074
H 1.150 -2.092 1.187 0.049
C -1.060 3.837 -0.905 -0.060
C -0.684 4.737 -2.052 -0.494
C -1.201 6.155 -1.894 -0.064
O 0.755 4.758 -2.070 -0.065
H -0.829 4.233 0.084 0.088
H -0.511 2.897 -0.990 0.050
H -2.115 3.552 -0.940 0.085
H -1.042 4.331 -3.004 0.135
H -2.294 6.171 -1.975 0.082
H -0.823 6.803 -2.686 0.076
H -0.944 6.553 -0.913 0.082
H 1.024 5.230 -2.862 0.083
C 2.537 2.193 -3.735 -0.056
C 3.255 0.891 -3.456 -0.485
C 2.521 -0.305 -4.017 -0.061
O 4.538 0.911 -4.128 -0.058
H 1.494 2.198 -3.416 0.071
H 2.567 2.370 -4.813 0.084
H 3.041 3.025 -3.241 0.077
H 3.432 0.722 -2.395 0.097
H 2.223 -0.156 -5.054 0.081
H 1.631 -0.531 -3.420 0.070
H 3.153 -1.192 -3.945 0.079
H 5.206 1.185 -3.495 0.083
C 1.039 -6.292 0.762 -0.055
C 0.537 -5.447 1.905 -0.497
C 1.002 -5.972 3.245 -0.058
O 1.016 -4.114 1.690 -0.076
H 0.889 -7.351 0.961 0.083
H 2.092 -6.072 0.587 0.088
H 0.505 -6.045 -0.159 0.080
H -0.562 -5.434 1.943 0.136
H 0.384 -6.807 3.578 0.083
H 0.964 -5.194 4.010 0.080
H 2.031 -6.333 3.177 0.085
H 0.773 -3.609 2.474 0.078
C 3.985 -0.319 -0.108 -0.163
O 4.226 1.084 -0.121 -0.123
H 4.286 -0.767 0.843 0.081
H 2.908 -0.495 -0.202 0.052
H 4.458 -0.849 -0.930 0.080
H 3.628 1.462 0.530 0.077

Record 2
71
Properties=species:S:1:pos:R:3:mulliken_spin:R:1 method="wB97M-V/def2-TZVPD" multiplicity=2 e_above_lowest_kj_mol=428.7 lumo_energy_ev="-6.238 / -6.233" charge=+1 total_energy_ev=-37503.8393
Ag 3.770 1.249 -3.136 -0.001
O 1.849 0.848 -0.543 1.021
H 1.167 1.010 0.138 -0.019
C 1.625 -3.631 2.655 0.000
C 2.745 -4.024 1.780 0.000
C 2.860 -5.594 1.727 0.000
O 3.057 -6.196 3.002 0.000
C 3.181 -7.598 2.949 0.000
N 2.424 -3.514 0.446 0.000
H 1.602 -2.554 2.824 0.000
H 1.732 -4.027 3.665 0.000
H 0.595 -3.865 2.388 0.000
H 3.682 -3.631 2.174 0.000
H 3.784 -5.825 1.198 0.000
H 2.105 -6.035 1.076 0.000
H 3.300 -8.144 3.884 0.000
H 4.062 -7.784 2.333 0.000
H 2.349 -8.092 2.447 0.000
H 2.140 -2.547 0.520 -0.001
H 1.639 -3.963 -0.005 0.000
C 1.357 6.712 -3.431 0.000
C 2.408 5.639 -3.188 0.000
C 2.982 5.621 -1.752 0.000
O 4.077 4.717 -1.580 0.000
C 4.618 4.668 -0.272 0.000
N 1.859 4.291 -3.417 0.000
H 0.652 6.618 -2.605 0.000
H 0.816 6.718 -4.378 0.000
H 1.769 7.704 -3.244 0.000
H 3.286 5.874 -3.790 0.000
H 2.125 5.266 -1.181 0.000
H 3.261 6.643 -1.495 0.000
H 5.473 3.992 -0.263 0.000
H 3.931 4.334 0.505 0.000
H 5.006 5.653 -0.012 0.000
H 1.450 4.260 -4.340 0.000
H 0.986 4.122 -2.938 0.000
C -0.623 2.605 4.448 0.000
C -1.595 2.353 3.230 0.000
C -3.039 2.773 3.672 0.000
O -3.560 1.916 4.794 0.000
C -4.336 0.831 4.403 0.000
N -1.186 3.097 2.071 0.000
H -1.131 2.202 5.324 0.000
H -0.411 3.641 4.713 0.000
H 0.344 2.103 4.415 0.000
H -1.607 1.324 2.870 0.000
H -3.706 2.781 2.809 0.000
H -2.933 3.829 3.919 0.000
H -5.224 1.174 3.873 0.000
H -4.682 0.309 5.294 0.000
H -3.760 0.069 3.878 0.000
H -1.916 2.907 1.399 0.000
H -0.453 2.549 1.644 0.000
C -3.409 -1.925 -1.855 0.000
C -2.318 -2.309 -2.901 0.000
C -2.882 -2.932 -4.173 0.000
O -3.769 -3.937 -3.714 0.000
C -5.040 -4.146 -4.390 0.000
N -1.612 -1.068 -3.170 0.000
H -4.309 -1.532 -2.328 0.000
H -3.094 -1.171 -1.134 0.000
H -3.871 -2.829 -1.457 0.000
H -1.701 -3.046 -2.388 0.000
H -2.107 -3.422 -4.763 0.000
H -3.498 -2.216 -4.718 0.000
H -5.620 -3.244 -4.588 0.000
H -5.717 -4.679 -3.722 0.000
H -4.978 -4.729 -5.309 0.000
H -0.968 -1.305 -3.911 0.000
H -1.016 -0.890 -2.375 0.000

Record 3
75
Properties=species:S:1:pos:R:3:mulliken_spin:R:1 method="wB97M-V/def2-TZVPD" multiplicity=2 e_above_lowest_kj_mol=8.3 lumo_energy_ev=-9.475 charge=+2 total_energy_ev=-89014.9177
Hg -1.918 1.204 1.947 -0.001
Cu -0.194 0.886 -2.425 0.757
C 0.143 0.999 0.243 0.005
O -1.038 1.040 -0.307 0.007
O 0.252 1.055 1.522 0.001
O 1.052 0.714 -0.584 -0.005
C 3.626 -1.033 1.130 0.000
O 3.677 0.168 0.362 0.000
H 4.123 -1.893 0.683 0.000
H 3.899 -0.710 2.133 0.000
H 2.603 -1.416 1.261 0.000
H 2.789 0.354 0.024 0.000
C 1.730 -0.444 4.272 0.000
O 0.696 -0.654 5.228 0.000
H 2.051 0.602 4.284 0.000
H 2.566 -1.114 4.456 0.000
H 1.389 -0.662 3.255 0.000
H -0.022 -0.081 4.948 0.000
C 2.518 3.528 1.253 0.000
O 1.889 3.044 2.427 0.000
H 2.969 4.516 1.294 0.000
H 3.250 2.786 0.911 0.000
H 1.861 3.562 0.363 0.000
H 1.534 2.193 2.115 0.000
C -0.481 -2.332 1.592 -0.001
C -1.976 -2.373 1.949 0.000
C -2.197 -2.533 3.443 0.000
O -1.694 -3.780 3.809 0.000
C -1.861 -4.013 5.201 0.000
N -2.603 -1.087 1.520 0.000
H -0.226 -2.090 0.557 0.001
H -0.053 -3.296 1.860 0.000
H 0.012 -1.514 2.124 0.000
H -2.371 -3.170 1.315 0.000
H -3.279 -2.452 3.634 0.000
H -1.827 -1.688 4.040 0.000
H -1.153 -3.360 5.723 0.000
H -1.544 -5.001 5.535 0.000
H -2.871 -3.900 5.598 0.000
H -2.549 -0.936 0.519 0.000
H -3.609 -1.207 1.663 0.000
C -1.448 5.023 -3.304 0.011
C -0.691 3.663 -3.407 -0.009
C 0.523 3.737 -2.513 0.004
O 1.236 2.570 -2.963 0.042
C 2.640 2.434 -2.695 -0.002
N -1.465 2.573 -2.824 0.110
H -0.802 5.886 -3.445 0.000
H -2.016 5.152 -2.379 0.000
H -2.236 5.060 -4.061 0.000
H -0.364 3.548 -4.436 0.001
H 0.301 3.612 -1.449 -0.003
H 1.117 4.642 -2.640 0.000
H 3.136 3.409 -2.719 0.003
H 3.092 1.810 -3.458 0.000
H 2.827 2.113 -1.669 0.001
H -1.983 2.849 -1.989 -0.004
H -2.285 2.453 -3.428 0.001
C -2.784 -2.737 -2.367 0.001
C -1.610 -1.798 -2.163 -0.012
C -0.284 -2.424 -2.540 0.002
O 0.681 -1.393 -2.531 0.012
C 2.007 -1.911 -2.327 0.000
N -1.773 -0.507 -2.921 0.073
H -2.531 -3.739 -2.013 0.001
H -3.205 -2.630 -3.365 0.001
H -3.610 -2.555 -1.667 -0.001
H -1.543 -1.458 -1.134 0.003
H -0.282 -2.884 -3.534 0.000
H -0.113 -3.219 -1.809 0.001
H 2.134 -2.301 -1.314 0.000
H 2.753 -1.130 -2.447 0.001
H 2.123 -2.726 -3.042 0.001
H -2.050 -0.737 -3.876 0.001
H -2.657 -0.298 -2.450 -0.002

Record 4
73
Properties=species:S:1:pos:R:3:lowdin_charge:R:1 method="wB97M-V/def2-TZVPD" lumo_energy_ev=-0.354 total_energy_ev=-40046.9592
Li 2.109 2.101 0.993 0.722
C 0.279 -0.341 0.177 -0.108
C -0.446 0.426 1.282 -0.433
O 0.277 1.550 1.675 -0.409
H -0.240 -1.267 -0.111 0.047
H 1.296 -0.681 0.374 0.044
H 0.224 0.229 -0.758 0.069
H -0.633 -0.294 2.091 0.105
H -1.428 0.731 0.901 0.086
C -5.875 2.387 1.576 -0.054
C -4.520 2.248 0.901 -0.511
C -4.544 1.212 -0.231 -0.064
O -3.975 3.493 0.512 -0.042
H -6.500 3.015 0.935 0.079
H -5.804 2.750 2.598 0.078
H -6.350 1.404 1.596 0.072
H -3.813 1.859 1.639 0.123
H -5.189 1.510 -1.052 0.082
H -4.787 0.283 0.299 0.075
H -3.513 0.954 -0.486 0.060
H -4.441 3.908 -0.219 0.083
C -4.281 -2.062 -2.756 -0.063
C -3.002 -2.797 -2.326 -0.452
C -2.708 -2.647 -0.848 -0.062
O -3.236 -4.205 -2.586 -0.071
H -4.859 -1.749 -1.878 0.070
H -4.949 -2.577 -3.442 0.075
H -4.057 -1.105 -3.242 0.077
H -2.222 -2.426 -2.993 0.128
H -2.721 -1.581 -0.593 0.065
H -1.789 -3.144 -0.558 0.076
H -3.564 -3.013 -0.275 0.085
H -4.173 -4.385 -2.520 0.070
C -1.230 3.188 4.563 -0.226
C 0.244 3.569 4.392 -0.275
O 1.055 2.441 4.236 -0.092
O -1.798 2.952 3.272 -0.094
H -1.784 3.934 5.129 0.110
H -1.287 2.230 5.089 0.115
H 0.534 4.296 5.168 0.109
H 0.345 4.272 3.548 0.120
H 0.944 2.103 3.327 0.022
H -1.232 2.308 2.804 0.041
C 4.501 0.663 1.709 -0.219
C 3.866 1.333 2.898 -0.214
O 3.502 2.644 2.456 -0.103
O 3.518 0.556 0.677 -0.125
H 4.862 -0.330 2.005 0.126
H 5.365 1.215 1.329 0.127
H 4.525 1.398 3.767 0.137
H 3.028 0.744 3.285 0.132
H 3.805 3.291 3.095 0.106
H 3.799 0.008 -0.068 0.052
C 1.350 -1.203 -5.506 -0.279
C 1.803 -0.995 -4.074 -0.233
O 2.682 -2.069 -3.707 -0.088
O 2.326 -0.966 -6.483 -0.044
H 0.437 -0.626 -5.691 0.117
H 0.957 -2.226 -5.573 0.123
H 0.959 -1.024 -3.380 0.114
H 2.355 -0.045 -4.093 0.122
H 3.088 -1.770 -2.878 0.030
H 2.642 -1.785 -6.862 0.087
C 4.051 -3.388 -0.176 -0.181
C 5.055 -2.532 -0.923 -0.162
O 4.295 -1.376 -1.420 -0.118
O 3.610 -2.797 1.099 -0.081
H 4.387 -4.382 0.116 0.125
H 3.091 -3.488 -0.691 0.126
H 5.301 -3.113 -1.821 0.127
H 5.961 -2.181 -0.433 0.128
H 4.984 -0.775 -1.743 0.112
H 3.535 -1.858 0.888 0.026

Record 5
83
Properties=species:S:1:pos:R:3:lowdin_charge:R:1 method="wB97M-V/def2-TZVPD" e_above_lowest_kj_mol=0.0 lumo_energy_ev=2.288 charge=-1 total_energy_ev=-82600.1182
B 0.585 -1.132 0.130 -1.105
F 0.137 -2.448 -0.291 0.064
F 1.873 -0.883 -0.495 0.057
F -0.414 -0.191 -0.234 0.098
F 0.771 -1.180 1.552 0.077
C -1.612 -1.208 3.654 -0.250
C -1.216 -1.040 5.119 -0.220
O -2.183 -1.634 6.017 -0.083
O -2.923 -0.683 3.485 -0.070
H -1.602 -2.252 3.311 0.119
H -0.845 -0.684 3.055 0.106
H -1.257 0.044 5.309 0.117
H -0.222 -1.443 5.260 0.106
H -3.041 -1.297 5.730 0.070
H -3.222 -0.933 2.593 0.046
C 2.485 -0.691 -4.092 -0.240
C 1.472 0.428 -4.323 -0.269
O 0.327 -0.079 -4.959 -0.080
O 2.094 -1.664 -3.124 -0.079
H 3.525 -0.380 -3.905 0.117
H 2.573 -1.199 -5.071 0.120
H 1.907 1.261 -4.897 0.122
H 1.218 0.955 -3.382 0.113
H 0.187 -0.943 -4.535 0.097
H 1.684 -1.315 -2.289 0.074
C -3.791 2.475 -0.834 -0.272
C -4.161 3.123 0.461 -0.189
O -4.168 4.603 0.316 -0.099
O -4.686 2.769 -1.908 -0.087
H -3.868 1.372 -0.724 0.105
H -2.731 2.589 -1.068 0.113
H -3.410 2.845 1.197 0.117
H -5.191 2.873 0.743 0.118
H -4.353 4.796 -0.615 0.065
H -4.112 2.728 -2.720 0.069
C 0.923 3.056 0.722 -0.248
C 1.862 1.888 0.746 -0.235
O 3.245 2.285 0.867 -0.067
O 1.309 3.973 -0.282 -0.067
H 0.858 3.519 1.716 0.121
H -0.078 2.730 0.464 0.112
H 1.867 1.401 -0.225 0.104
H 1.514 1.175 1.498 0.118
H 3.552 2.040 1.749 0.085
H 2.238 4.185 -0.119 0.078
C 5.174 -1.593 2.016 -0.226
C 5.554 -1.110 0.627 -0.230
O 4.611 -1.597 -0.345 -0.066
O 6.084 -0.990 3.025 -0.103
H 5.203 -2.675 2.161 0.067
H 4.159 -1.217 2.233 0.106
H 6.547 -1.454 0.339 0.118
H 5.557 -0.013 0.711 0.116
H 3.787 -1.091 -0.344 0.052
H 5.798 -1.338 3.879 0.069
C -2.583 -2.765 -0.362 -0.260
C -2.984 -1.370 0.050 -0.246
O -4.103 -1.359 0.929 -0.064
O -2.175 -3.542 0.717 -0.047
H -1.802 -2.740 -1.121 0.116
H -3.502 -3.204 -0.773 0.118
H -3.234 -0.845 -0.894 0.112
H -2.163 -0.757 0.430 0.102
H -4.854 -1.566 0.364 0.096
H -1.258 -3.804 0.612 0.052
C -1.542 2.343 -3.945 -0.224
C -1.506 3.750 -4.512 -0.181
O -1.479 4.824 -3.492 -0.099
O -2.865 1.816 -3.839 -0.077
H -1.041 2.226 -2.983 0.120
H -0.997 1.696 -4.643 0.093
H -2.443 3.980 -5.041 0.124
H -0.699 3.970 -5.217 0.114
H -0.569 4.889 -3.163 0.076
H -2.800 0.968 -3.385 0.097
Cl 3.542 -4.532 3.140 0.550
C 2.104 -3.473 2.926 -0.620
C 1.021 -4.098 2.097 -0.658
Cl 0.470 -5.717 2.630 0.536
H 2.492 -2.551 2.508 0.037
H 1.758 -3.148 3.910 0.075
H 1.445 -4.316 1.121 0.072
H 0.172 -3.432 2.034 0.036

Record 6
78
Properties=species:S:1:pos:R:3:lowdin_charge:R:1 method="wB97M-V/def2-TZVPD" lumo_energy_ev=2.166 charge=-1 total_energy_ev=-70864.9835
C -1.303 2.401 1.637 -0.059
C -0.223 1.852 0.681 -0.530
O -0.477 2.219 -0.682 -0.109
C 0.034 0.342 0.926 -0.314
Nb -1.078 -1.120 -0.420 1.484
C -2.866 -1.375 0.947 -0.391
C -2.600 -1.767 2.426 -0.305
C -2.621 -3.293 2.672 -0.235
C -1.280 -4.031 2.517 -0.294
S 0.017 -3.357 3.565 0.358
O -0.537 -2.837 4.799 -0.353
O 0.832 -2.373 2.902 -0.355
Cl 1.191 -4.997 4.061 0.368
C 0.524 -0.850 -2.052 -0.318
C 0.061 -0.123 -3.331 -0.356
O 1.209 0.093 -4.183 -0.063
C -0.987 -0.894 -4.164 -0.632
F -2.244 -0.611 -3.862 0.112
F -0.859 -0.536 -5.469 0.099
F -0.798 -2.213 -4.123 0.114
H -1.566 3.398 1.265 0.075
H -0.799 2.572 2.593 0.081
H -2.147 1.734 1.718 0.039
H 0.708 2.376 0.966 0.105
H 0.358 2.108 -1.143 0.061
H 1.110 0.184 0.734 0.033
H -0.102 0.162 2.001 0.032
H -2.057 0.133 -1.317 -0.074
H -1.802 -2.396 -1.532 -0.108
H -0.166 -2.546 0.330 -0.092
H -3.454 -0.451 0.866 0.012
H -3.491 -2.169 0.511 0.014
H -3.426 -1.343 3.018 0.090
H -1.693 -1.333 2.860 0.066
H -3.060 -3.519 3.647 0.103
H -3.290 -3.721 1.916 0.110
H -0.987 -4.109 1.466 0.064
H -1.424 -5.063 2.864 0.086
H 0.981 -1.813 -2.306 0.044
H 1.279 -0.187 -1.605 0.033
H -0.341 0.867 -3.107 0.121
H 1.956 -0.336 -3.761 0.079
C 0.791 5.406 0.777 -0.150
O 0.532 5.204 2.166 -0.130
H 0.778 4.439 0.281 0.056
H 0.016 6.040 0.340 0.083
H 1.771 5.873 0.639 0.068
H 0.540 6.066 2.587 0.065
C -5.102 1.994 2.950 -0.148
O -3.726 1.671 3.106 -0.144
H -5.288 2.160 1.891 0.082
H -5.735 1.172 3.299 0.073
H -5.350 2.905 3.503 0.072
H -3.569 1.528 4.043 0.084
C 3.340 3.292 -3.755 -0.177
O 3.337 2.230 -4.694 -0.129
H 4.313 3.779 -3.798 0.072
H 2.562 4.025 -3.995 0.072
H 3.176 2.912 -2.741 0.075
H 2.470 1.805 -4.643 0.045
C 2.721 7.581 -3.137 -0.160
O 2.390 6.683 -2.084 -0.130
H 1.924 8.317 -3.212 0.076
H 3.663 8.094 -2.926 0.074
H 2.803 7.047 -4.088 0.073
H 3.097 6.035 -2.024 0.066
C 5.402 -5.898 3.615 -0.169
O 4.290 -5.866 2.733 -0.137
H 6.269 -6.234 3.051 0.073
H 5.605 -4.901 4.016 0.076
H 5.224 -6.594 4.441 0.072
H 3.528 -5.568 3.239 -0.016
C -0.965 -5.310 -3.007 -0.179
O -0.415 -5.213 -1.700 -0.152
H -1.849 -4.679 -3.041 0.063
H -0.249 -4.958 -3.754 0.071
H -1.249 -6.345 -3.231 0.067
H 0.370 -5.766 -1.668 0.065